# 1
This record from OMol25 describes a structure of composition C42H63AsI2N4OSSi3Ta at a distorted geometry. The level of theory is ωB97M-V with the def2-TZVPD basis set.

The geometry in XYZ format:
```
118
Properties=species:S:1:pos:R:3
Ta -0.56 0.63 -0.37
C -3.06 -1.07 -2.52
C -2.27 -2.07 -1.72
N -1.88 -1.51 -0.41
C -2.98 -1.51 0.56
C -3.97 -0.39 0.39
S -3.14 1.20 0.10
C -3.93 1.80 -1.41
C -3.23 1.36 -2.70
N -2.35 0.22 -2.49
H -3.16 -1.44 -3.55
H -4.08 -0.94 -2.16
H -2.82 -3.01 -1.58
H -1.38 -2.31 -2.28
H -1.20 -2.16 -0.04
H -3.53 -2.45 0.53
H -2.53 -1.42 1.55
H -4.68 -0.54 -0.42
H -4.55 -0.29 1.30
H -4.96 1.46 -1.33
H -3.94 2.88 -1.34
H -4.00 1.15 -3.45
H -2.63 2.18 -3.08
H -1.66 0.21 -3.23
I 3.72 5.79 -4.42
C 2.41 4.61 -3.35
C 1.07 4.96 -3.28
C 0.18 4.16 -2.58
I -1.80 4.77 -2.40
C 0.64 3.00 -1.99
O -0.20 2.16 -1.28
C 2.00 2.66 -1.99
C 2.51 1.44 -1.28
N 1.78 1.16 -0.01
C 2.07 2.31 0.88
C 0.89 3.13 1.25
C 1.05 4.44 1.68
C -0.07 5.15 2.09
C -1.31 4.53 2.03
C -1.38 3.23 1.58
N -0.29 2.52 1.21
C 2.88 3.49 -2.68
H 0.72 5.87 -3.76
H 2.39 0.57 -1.89
H 3.58 1.55 -1.09
H 2.20 0.33 0.40
H 2.54 1.95 1.79
H 2.81 2.95 0.40
H 2.03 4.89 1.70
H 0.03 6.16 2.46
H -2.21 5.05 2.33
H -2.33 2.74 1.51
H 3.93 3.24 -2.71
C 0.24 -3.75 4.18
Si -0.03 -3.16 2.45
C 1.41 -3.66 1.41
C -1.60 -3.97 1.90
As -0.08 -0.66 2.19
Si 2.12 -0.34 3.30
C 2.56 -1.38 4.77
C 3.43 -0.74 2.00
C 2.14 1.41 3.97
Si -1.51 0.06 4.11
C -1.22 -1.11 5.52
C -1.18 1.80 4.64
C -3.29 -0.07 3.61
H 0.39 -4.83 4.07
H -0.63 -3.60 4.81
H 1.11 -3.35 4.69
H 1.41 -4.75 1.30
H 2.36 -3.39 1.88
H 1.40 -3.23 0.42
H -1.50 -5.01 2.22
H -1.79 -4.00 0.82
H -2.49 -3.58 2.40
H 2.89 -2.38 4.51
H 1.81 -1.45 5.55
H 3.41 -0.85 5.20
H 4.08 -1.51 2.41
H 4.07 0.12 1.78
H 3.04 -1.14 1.06
H 1.92 1.36 5.03
H 1.44 2.10 3.51
H 3.15 1.83 3.88
H -0.19 -1.42 5.65
H -1.84 -2.00 5.42
H -1.53 -0.58 6.43
H -0.18 1.95 5.05
H -1.90 2.00 5.44
H -1.34 2.54 3.86
H -3.60 -1.09 3.41
H -3.53 0.57 2.77
H -3.88 0.29 4.46
C 1.67 -4.88 -4.40
C 0.77 -3.91 -4.81
C 0.44 -2.86 -3.97
C 1.01 -2.77 -2.70
C 1.89 -3.77 -2.28
C 2.23 -4.81 -3.13
C 0.66 -1.66 -1.77
C 0.35 -0.37 -2.04
C 0.67 0.20 -3.41
C -0.07 1.15 -4.12
C 0.30 1.58 -5.39
C 1.46 1.10 -5.98
C 2.25 0.20 -5.27
C 1.86 -0.24 -4.02
H 1.93 -5.69 -5.06
H 0.31 -3.98 -5.79
H -0.27 -2.11 -4.31
H 2.34 -3.72 -1.30
H 2.93 -5.57 -2.80
H 0.63 -1.97 -0.73
H -0.92 1.64 -3.67
H -0.31 2.30 -5.91
H 1.75 1.43 -6.97
H 3.18 -0.17 -5.70
H 2.49 -0.95 -3.50
```

Summary:
net charge = +3
total energy = -6086.5916 Ha
molar mass = 1266.00 u
HOMO-LUMO gap = 6.020 eV
spin multiplicity = 1

# 2
This record from OMol25 describes a structure of composition C42H63BaN4O18 at a distorted geometry. The level of theory is ωB97M-V with the def2-TZVPD basis set.

The geometry in XYZ format:
```
128
Properties=species:S:1:pos:R:3
Ba 0.85 -1.32 2.94
C -1.10 0.52 -0.96
C -0.52 -0.04 0.32
O -1.29 -0.44 1.23
O 0.74 -0.14 0.42
H -0.91 1.59 -1.06
H -2.17 0.34 -1.01
H -0.59 -0.01 -1.77
C 3.17 -0.82 -2.35
C 2.80 -2.15 -2.48
C 3.64 -3.09 -3.04
C 4.91 -2.65 -3.37
C 5.33 -1.35 -3.22
C 4.43 -0.39 -2.74
N 5.86 -3.63 -3.91
O 5.39 -4.56 -4.53
O 7.04 -3.42 -3.70
H 2.46 -0.14 -1.90
H 1.79 -2.36 -2.15
H 3.37 -4.12 -3.21
H 6.32 -1.03 -3.53
H 4.75 0.63 -2.63
C -5.00 1.13 -2.29
C -4.07 2.17 -2.30
C -4.16 3.16 -3.24
C -5.18 3.11 -4.17
C -6.09 2.07 -4.21
C -5.99 1.07 -3.27
N -5.29 4.19 -5.16
O -4.33 4.92 -5.31
O -6.34 4.29 -5.76
H -4.95 0.35 -1.55
H -3.32 2.19 -1.52
H -3.43 3.96 -3.27
H -6.83 2.08 -5.00
H -6.73 0.28 -3.26
C -5.58 1.60 1.38
C -6.07 2.73 2.02
C -5.17 3.62 2.60
C -3.82 3.32 2.59
C -3.32 2.20 1.95
C -4.21 1.37 1.31
N -2.87 4.31 3.13
O -1.68 4.05 3.09
O -3.33 5.33 3.60
H -6.27 0.96 0.84
H -7.12 2.97 2.09
H -5.54 4.53 3.05
H -2.27 1.95 1.95
H -3.86 0.46 0.82
C -2.60 -4.83 -2.27
C -1.26 -4.97 -2.67
C -0.60 -3.93 -3.29
C -1.28 -2.75 -3.50
C -2.60 -2.58 -3.09
C -3.26 -3.63 -2.48
N -0.59 -1.63 -4.14
O -1.14 -0.55 -4.13
O 0.51 -1.85 -4.62
H -3.07 -5.70 -1.84
H -0.77 -5.92 -2.48
H 0.41 -4.04 -3.66
H -3.08 -1.62 -3.23
H -4.27 -3.48 -2.12
C 2.56 -0.90 6.36
O 2.86 -0.47 5.04
C 4.21 -0.81 4.69
C 4.51 -0.32 3.30
O 3.60 -0.90 2.37
C 4.01 -0.78 1.01
H 2.55 -2.00 6.43
H 1.58 -0.51 6.61
H 3.29 -0.53 7.08
H 4.34 -1.90 4.80
H 4.90 -0.32 5.38
H 5.54 -0.57 3.03
H 4.38 0.77 3.29
H 4.98 -1.26 0.87
H 4.07 0.27 0.71
H 3.27 -1.29 0.41
C 0.70 2.05 -3.53
O 0.57 3.18 -2.72
C 1.51 3.25 -1.66
C 2.97 3.40 -2.07
O 3.36 4.65 -2.55
C 2.64 5.14 -3.68
H -0.24 1.91 -4.06
H 0.97 1.15 -2.97
H 1.47 2.18 -4.31
H 1.42 2.36 -1.03
H 1.24 4.17 -1.12
H 3.29 2.58 -2.74
H 3.54 3.26 -1.14
H 1.62 5.43 -3.40
H 2.54 4.36 -4.44
H 3.19 5.99 -4.07
C -1.67 -4.31 3.03
O -0.80 -3.59 2.16
C -0.41 -4.35 1.03
C 0.67 -3.55 0.33
O 1.69 -3.09 1.22
C 2.74 -4.04 1.37
H -1.13 -5.13 3.51
H -2.50 -4.74 2.46
H -2.07 -3.61 3.75
H -1.25 -4.42 0.33
H -0.05 -5.35 1.30
H 0.26 -2.64 -0.12
H 1.12 -4.12 -0.49
H 3.43 -3.69 2.14
H 3.28 -4.15 0.42
H 2.35 -5.02 1.64
C -1.73 -0.04 5.53
O -0.49 0.31 4.91
C -0.48 1.70 4.57
C 0.94 2.15 4.31
O 1.46 1.44 3.19
C 2.12 2.24 2.22
H -1.73 0.27 6.57
H -1.87 -1.12 5.47
H -2.57 0.42 5.00
H -0.86 2.30 5.41
H -1.08 1.85 3.69
H 1.55 1.84 5.16
H 0.95 3.23 4.17
H 3.09 2.58 2.60
H 1.52 3.13 1.98
H 2.24 1.66 1.32
```

Summary:
net charge = +1
total energy = -3236.4785 Ha
molar mass = 1049.30 u
HOMO-LUMO gap = 8.174 eV
spin multiplicity = 1